[1]
Computed, not measured: C3H10N2 in the gas phase, with ωB97M-V/def2-TZVPD.

The net charge is 0. Its LUMO energy is 1.20 eV. For the energy relative to the best compared isomer or geometry (same formula, charge and spin), the calculation gives 42.9 kJ/mol. The HOMO-LUMO gap is 10.07 eV. As for the SMILES: NCCCN.

Geometry (Å):
N 1.53 1.47 1.14
C 0.91 0.22 0.71
C -0.23 0.52 -0.24
C -1.26 -0.60 -0.40
N -1.04 -1.50 -1.52
H 2.39 1.34 1.67
H 0.88 1.96 1.74
H 1.66 -0.37 0.18
H 0.54 -0.41 1.54
H 0.19 0.71 -1.23
H -0.72 1.47 -0.02
H -1.29 -1.22 0.51
H -2.27 -0.19 -0.42
H -0.56 -2.35 -1.30
H -0.74 -1.05 -2.37

[2]
Computed, not measured: 8 unconnected molecules or ions with the total composition C28H74F6N4O13P at a distorted geometry, with ωB97M-V/def2-TZVPD.

The net charge is -1. Its LUMO energy is 2.15 eV. The HOMO-LUMO gap is 9.25 eV.

Geometry (Å):
P -0.18 -1.06 2.07
F 0.28 -0.87 3.57
F 1.47 -0.86 1.63
F 0.02 -2.68 2.10
F -0.70 -1.16 0.54
F -1.66 -1.33 2.66
F -0.34 0.57 2.04
C 2.92 8.25 6.10
O 2.28 7.97 4.90
C 1.22 7.05 4.97
C 1.23 6.30 3.65
N 0.51 6.79 2.51
C 0.67 8.33 2.38
C 0.02 8.80 1.05
O 0.90 8.58 -0.01
C 0.74 7.36 -0.67
H 2.29 8.77 6.82
H 3.83 8.83 5.94
H 3.27 7.32 6.53
H 0.36 7.67 5.25
H 1.41 6.39 5.82
H 0.82 5.31 3.87
H 2.29 6.10 3.54
H 1.02 6.40 1.72
H 1.71 8.66 2.45
H 0.00 8.82 3.09
H -0.23 9.83 1.31
H -0.92 8.28 0.87
H -0.25 6.93 -0.76
H 1.45 6.64 -0.25
H 1.22 7.55 -1.63
C -8.48 4.77 -3.67
O -7.63 3.70 -3.35
C -6.53 4.14 -2.47
C -5.81 2.90 -1.92
N -6.81 2.22 -1.01
C -6.23 0.82 -0.79
C -6.71 -0.12 -1.90
O -7.06 0.63 -3.09
C -7.91 0.03 -4.01
H -9.26 4.36 -4.31
H -7.99 5.59 -4.21
H -8.86 5.11 -2.71
H -6.93 4.76 -1.67
H -5.85 4.90 -2.86
H -4.83 3.06 -1.45
H -5.65 2.25 -2.78
H -7.58 2.12 -1.66
H -6.43 0.46 0.22
H -5.16 0.97 -0.86
H -7.58 -0.59 -1.44
H -5.96 -0.88 -2.11
H -7.66 -1.00 -4.27
H -7.91 0.66 -4.90
H -8.90 -0.03 -3.56
C 4.90 -11.18 4.14
O 4.23 -10.13 4.80
C 4.66 -8.81 4.36
C 3.51 -7.84 4.33
N 3.05 -7.60 5.73
C 1.83 -6.80 5.76
C 0.49 -7.60 5.42
O 0.42 -8.90 5.90
C -0.90 -9.38 5.66
H 5.99 -11.16 4.19
H 4.70 -11.21 3.07
H 4.57 -12.12 4.57
H 5.30 -8.87 3.48
H 5.35 -8.38 5.08
H 2.77 -8.27 3.65
H 3.75 -6.85 3.95
H 2.91 -8.57 6.00
H 1.91 -5.80 5.35
H 1.80 -6.52 6.81
H 0.56 -7.58 4.33
H -0.29 -6.91 5.75
H -1.60 -9.04 6.42
H -0.77 -10.42 5.94
H -1.28 -9.25 4.64
C 3.58 -0.19 -4.02
O 3.45 -1.18 -4.94
C 2.23 -1.91 -5.03
C 1.36 -1.32 -6.16
N 1.87 -1.41 -7.55
C 0.79 -1.01 -8.56
C 0.64 0.59 -8.67
O 1.94 1.14 -8.61
C 2.05 2.50 -8.92
H 2.95 0.61 -4.42
H 4.61 0.14 -4.06
H 3.34 -0.73 -3.11
H 1.73 -1.89 -4.06
H 2.43 -2.96 -5.26
H 1.15 -0.26 -6.00
H 0.38 -1.79 -6.08
H 2.57 -0.68 -7.60
H -0.09 -1.63 -8.45
H 1.19 -1.22 -9.55
H 0.05 0.94 -7.82
H 0.15 0.94 -9.59
H 2.98 2.71 -8.38
H 1.26 3.10 -8.46
H 2.04 2.52 -10.00
C 5.02 3.45 1.22
C 5.71 4.87 1.19
O 5.59 5.66 0.04
O 3.74 3.48 0.68
H 5.07 3.00 2.21
H 5.61 2.78 0.60
H 6.68 4.91 1.69
H 5.20 5.53 1.89
H 4.64 5.80 -0.08
H 3.36 2.60 0.77
C 0.00 -6.71 -0.65
C -1.50 -6.55 -0.47
O -1.91 -5.31 -0.84
O 0.47 -7.13 -1.84
H 0.49 -7.41 0.02
H 0.54 -5.77 -0.52
H -1.64 -6.67 0.61
H -2.09 -7.37 -0.87
H -1.63 -4.60 -0.25
H 0.01 -6.54 -2.45
O -1.09 2.52 6.92
H -1.12 1.96 6.15
H -1.56 3.31 6.67

[3]
Computed, not measured: a molecular structure, C29H95N7O15 at a distorted geometry, with ωB97M-V/def2-TZVPD.

The net charge is 0. Its LUMO energy is 0.08 eV. The HOMO-LUMO gap is 7.28 eV.

Geometry (Å):
C 3.10 3.34 2.27
C 3.60 1.89 2.50
C 3.41 1.48 3.96
O 3.74 0.14 4.24
C 5.16 -0.07 4.34
N 2.93 0.96 1.58
H 2.14 3.48 2.77
H 3.01 3.47 1.20
H 3.81 4.07 2.66
H 4.68 1.90 2.31
H 2.35 1.65 4.18
H 3.86 2.21 4.64
H 5.58 0.10 3.35
H 5.35 -1.12 4.57
H 5.53 0.57 5.14
H 3.19 1.20 0.63
H 3.38 0.08 1.85
C 2.08 -2.67 -1.99
C 3.06 -1.66 -1.37
C 4.52 -2.08 -1.45
O 4.78 -3.17 -0.60
C 6.15 -3.50 -0.59
N 2.94 -0.45 -2.20
H 2.17 -2.77 -3.07
H 1.06 -2.39 -1.74
H 2.25 -3.66 -1.56
H 2.78 -1.47 -0.33
H 5.15 -1.23 -1.17
H 4.77 -2.40 -2.47
H 6.55 -4.02 -1.47
H 6.40 -4.17 0.24
H 6.78 -2.64 -0.38
H 1.98 -0.15 -2.05
H 3.46 0.31 -1.75
C -3.19 4.16 1.29
C -2.00 3.28 1.04
C -0.71 4.09 1.32
O -0.73 5.28 0.56
C 0.21 6.24 1.02
N -2.13 2.06 1.83
H -4.18 3.70 1.30
H -3.23 5.12 0.78
H -3.14 4.42 2.35
H -1.98 3.01 -0.03
H 0.14 3.41 1.15
H -0.61 4.25 2.40
H 1.24 5.89 0.84
H 0.04 6.45 2.08
H 0.13 7.12 0.38
H -2.13 2.37 2.80
H -1.26 1.51 1.74
C -0.83 5.04 -4.60
C -0.55 4.61 -3.15
C 0.91 5.09 -2.77
O 1.91 4.66 -3.71
C 2.12 3.28 -3.55
N -1.45 5.30 -2.22
H -0.07 4.47 -5.15
H -0.52 6.08 -4.68
H -1.86 4.95 -4.91
H -0.70 3.54 -3.03
H 1.25 4.66 -1.82
H 0.91 6.18 -2.72
H 2.57 2.87 -4.45
H 1.19 2.74 -3.40
H 2.70 3.12 -2.64
H -1.27 6.30 -2.27
H -1.20 5.12 -1.25
C 1.78 -6.52 4.78
C 2.90 -6.51 3.71
C 3.10 -5.18 2.97
O 1.91 -4.91 2.25
C 1.85 -3.57 1.78
N 4.11 -6.92 4.38
H 0.76 -6.36 4.42
H 1.88 -5.63 5.41
H 1.83 -7.37 5.46
H 2.75 -7.34 3.02
H 3.81 -5.33 2.16
H 3.36 -4.43 3.72
H 0.98 -3.43 1.14
H 2.75 -3.31 1.21
H 1.76 -2.92 2.65
H 4.21 -6.35 5.22
H 4.09 -7.88 4.70
C -1.95 -1.34 -0.18
C -1.20 -0.60 0.94
C -0.87 0.87 0.64
O 0.06 0.84 -0.43
C 0.86 2.00 -0.50
N -1.99 -0.68 2.18
H -1.79 -2.42 -0.05
H -1.61 -1.15 -1.19
H -3.01 -1.12 -0.05
H -0.26 -1.11 1.13
H -0.48 1.44 1.48
H -1.80 1.34 0.28
H 0.25 2.89 -0.72
H 1.58 1.85 -1.30
H 1.37 2.24 0.43
H -2.89 -0.23 2.09
H -2.14 -1.67 2.41
C -3.03 -3.81 -8.04
C -4.02 -3.13 -7.09
C -3.40 -1.83 -6.57
O -2.55 -2.09 -5.49
C -3.17 -2.35 -4.24
N -5.24 -2.82 -7.88
H -3.44 -4.74 -8.45
H -2.16 -4.04 -7.42
H -2.81 -3.15 -8.88
H -4.33 -3.78 -6.27
H -4.29 -1.27 -6.26
H -2.98 -1.19 -7.35
H -3.46 -3.40 -4.14
H -4.04 -1.72 -4.02
H -2.42 -2.15 -3.48
H -4.93 -2.22 -8.65
H -5.64 -2.07 -7.30
O -1.87 1.04 -2.66
H -1.17 1.13 -2.00
H -1.43 0.69 -3.44
O -0.23 -0.02 4.23
H -0.73 -0.48 3.52
H -0.60 0.86 4.26
O -2.37 -3.47 2.57
H -3.12 -3.85 2.09
H -1.68 -4.14 2.51
O -5.08 0.07 1.16
H -4.72 0.17 0.27
H -4.82 0.88 1.62
O -3.80 2.28 2.42
H -4.44 3.00 2.53
H -2.94 2.72 2.43
O 0.20 0.43 2.08
H 0.31 -0.52 1.92
H 1.12 0.79 2.05
O -4.24 1.11 -1.41
H -3.38 1.29 -1.83
H -4.53 1.96 -1.08
C -4.67 -0.92 4.67
O -5.81 -1.76 4.87
H -4.39 -0.95 3.61
H -4.97 0.09 4.96
H -3.85 -1.31 5.28
H -6.07 -2.15 4.04

[4]
Computed, not measured: C29H40N2O4 in the gas phase, with ωB97M-V/def2-TZVPD.

The net charge is 0. Its LUMO energy is 0.78 eV. For the energy relative to the best compared isomer or geometry (same formula, charge and spin), the calculation gives 22.1 kJ/mol. The HOMO-LUMO gap is 8.52 eV. As for the SMILES: CC[C@H]1CN2CCc3cc(OC)c(OC)cc3[C@@H]2C[C@@H]1C[C@H]1NCCc2cc(OC)c(OC)cc21.

Geometry (Å):
C -0.04 -4.02 -1.73
H -0.50 -4.75 -1.06
H 0.67 -4.55 -2.36
C 0.66 -2.92 -0.95
H 1.45 -3.35 -0.33
H 1.14 -2.24 -1.66
C -0.29 -2.11 -0.06
C -0.64 -2.89 1.22
N -1.63 -2.26 2.07
C -2.96 -2.82 1.98
C -3.65 -2.52 0.64
C -3.61 -1.04 0.40
C -2.68 -0.24 1.05
C -2.77 1.14 0.88
C -3.67 1.73 0.01
C -4.56 0.91 -0.71
C -4.53 -0.45 -0.47
H -5.22 -1.10 -0.98
O -5.42 1.51 -1.61
C -6.34 0.69 -2.29
H -5.84 -0.05 -2.92
H -7.02 0.19 -1.60
H -6.91 1.37 -2.92
O -3.55 3.10 -0.08
C -4.64 3.87 -0.53
H -4.79 3.78 -1.61
H -5.57 3.60 -0.02
H -4.38 4.90 -0.29
H -2.11 1.80 1.42
C -1.65 -0.81 2.00
C -0.23 -0.30 1.71
H 0.42 -0.69 2.50
C 0.32 -0.76 0.34
H 1.40 -0.89 0.45
C 0.08 0.27 -0.77
H -0.97 0.55 -0.79
H 0.32 -0.19 -1.73
C 0.92 1.56 -0.65
N 0.34 2.42 0.38
H -0.54 2.80 0.04
C 1.23 3.46 0.83
C 2.37 2.80 1.59
C 3.06 1.83 0.68
C 2.37 1.27 -0.39
C 3.07 0.43 -1.25
C 4.41 0.10 -1.07
C 5.09 0.65 0.04
C 4.40 1.51 0.87
H 4.91 1.96 1.71
O 6.41 0.30 0.23
C 7.09 0.87 1.32
H 8.10 0.46 1.27
H 7.15 1.96 1.24
H 6.64 0.59 2.28
O 4.90 -0.75 -2.02
C 6.27 -1.05 -2.09
H 6.38 -1.66 -2.98
H 6.61 -1.61 -1.22
H 6.88 -0.15 -2.19
H 2.58 0.00 -2.11
H 3.07 3.55 1.96
H 1.96 2.26 2.45
H 0.66 4.13 1.49
H 1.64 4.07 0.00
H 0.88 2.07 -1.64
H -0.20 0.78 1.75
H -1.92 -0.45 3.01
H -4.69 -2.87 0.66
H -3.14 -3.05 -0.16
H -2.90 -3.90 2.15
H -3.55 -2.38 2.79
H -0.99 -3.90 0.97
H 0.29 -3.01 1.80
H -1.22 -1.92 -0.61
H -0.83 -3.61 -2.36